The following is a DFT calculation (wB97M-V/def2-TZVPD) of C2H8N3 as an isolated structure.

Each line ends with the Löwdin charge.
Atoms and positions in Å:
C 1.17 0.58 0.42  0.070
C -1.44 0.81 -0.23  -0.093
N 2.00 -0.06 -0.31  0.142
N -0.67 -0.10 0.61  -0.142
N -0.77 -1.38 0.34  0.104
H 1.50 1.10 1.39  0.136
H -2.42 0.93 0.12  0.071
H -0.84 1.79 -0.23  0.103
H -1.32 0.57 -1.36  0.121
H 2.96 -0.24 -0.18  0.119
H -0.72 -1.96 1.15  0.138
H -1.14 -1.62 -0.51  0.086
H 1.70 -0.42 -1.22  0.145

Values from the calculation:
M in g/mol: 74.11
Frontier orbital gap (spin up / spin down) in eV: 8.56 / 8.56
Energy relative to the best compared isomer or geometry (same formula, charge and spin) in eV: 5.323
Electronic energy in eV: -6663.30613
Charge: +1
Max |F| in eV/A: 4.7

The following is a DFT calculation (wB97M-V/def2-TZVPD) of an isolated ion of composition C2H8N3 and charge +1.

Each line ends with the Löwdin charge.
Atoms and positions in Å:
C -1.21 -1.34 0.75  -0.084
N -0.30 -0.19 0.76  -0.160
N 0.78 -0.36 -0.02  0.006
C 1.18 0.85 -1.07  0.021
N 0.61 1.99 -0.92  0.165
H -1.74 -1.41 1.76  0.118
H -2.07 -1.24 0.07  0.084
H -0.61 -2.28 0.58  0.097
H -0.15 -0.09 1.75  0.131
H 0.72 -1.31 -0.52  0.153
H 2.20 0.65 -1.45  0.145
H 1.04 2.88 -0.86  0.130
H -0.46 1.86 -0.83  0.194

Values from the calculation:
M in g/mol: 74.11
SMILES: CN/[NH+]=C\N
Frontier orbital gap (spin up / spin down) in eV: 8.68 / 8.68
Energy relative to the best compared isomer or geometry (same formula, charge and spin) in eV: 4.383
Electronic energy in eV: -6664.24608
Charge: +1
Max |F| in eV/A: 5.0

The following is a DFT calculation (wB97M-V/def2-TZVPD) of a 2-piece molecular cluster, C2H8N3O overall.

Each line ends with the Löwdin spin population.
Atoms and positions in Å:
C 2.57 0.21 -1.10  0.001
O 2.21 -0.38 0.14  -0.001
H 2.17 -0.35 -1.98  0.000
H 2.22 1.26 -1.13  0.001
H 3.66 0.20 -1.14  0.000
N -2.64 0.21 0.11  -0.032
C -1.22 0.03 0.34  0.023
N -0.43 -0.17 -0.74  0.527
N -0.73 0.04 1.58  0.458
H -3.17 -0.02 0.92  0.000
H -2.94 -0.38 -0.70  -0.001
H -0.88 0.22 -1.56  0.015
H 1.22 -0.41 0.17  -0.002
H -1.45 0.47 2.19  0.012

Values from the calculation:
M in g/mol: 90.11
Frontier orbital gap (spin up / spin down) in eV: 9.86 / 6.98
2S+1: 2
Energy relative to the best compared isomer or geometry (same formula, charge and spin) in eV: 0.728
Electronic energy in eV: -8719.08021
Max |F| in eV/A: 2.3

The following is a DFT calculation (wB97M-V/def2-TZVPD) of a 2-piece molecular cluster, C2H8N3O overall.

Each line ends with the Löwdin spin population.
Atoms and positions in Å:
C 1.30 0.68 1.65  0.071
C 1.58 0.54 0.27  0.523
N -1.32 0.47 -0.67  0.224
N -1.17 -0.90 -1.04  0.081
N 1.29 0.11 -0.88  0.629
O 2.52 1.06 0.94  0.401
H -0.95 -1.45 -0.15  -0.001
H 1.15 -0.18 2.34  0.013
H -1.81 0.43 0.18  0.007
H 0.88 1.64 2.00  0.015
H -2.02 -1.39 -1.60  0.012
H -1.86 1.10 -1.25  0.002
H 0.41 -0.65 -1.13  0.007
H 1.99 0.05 -1.61  0.017

Values from the calculation:
M in g/mol: 90.11
Frontier orbital gap (spin up / spin down) in eV: 6.21 / 5.76
2S+1: 3
Energy relative to the best compared isomer or geometry (same formula, charge and spin) in eV: 5.558
Electronic energy in eV: -8705.39492
Charge: +1
Max |F| in eV/A: 10.4

The following is a DFT calculation (wB97M-V/def2-TZVPD) of a 2-piece molecular cluster, C2H8N3O2 overall.

Each line ends with the Löwdin charge.
Atoms and positions in Å:
N -0.94 1.05 -1.55  -0.023
C -0.17 1.91 -0.66  -0.421
N -0.56 1.79 0.72  -0.010
H -0.78 0.07 -1.28  0.018
H -0.66 1.18 -2.52  0.035
H 0.91 1.71 -0.70  0.098
H -0.30 2.95 -0.99  0.081
H -1.57 1.82 0.78  0.051
H -0.25 0.90 1.12  0.018
N 1.21 -2.81 0.82  0.080
C 0.43 -1.62 0.76  -0.836
O -0.34 -1.53 -0.22  -0.100
O 0.60 -0.80 1.70  -0.099
H 1.57 -3.04 1.73  0.053
H 0.85 -3.57 0.28  0.054

Values from the calculation:
M in g/mol: 106.10
Frontier orbital gap in eV: 8.89
Energy relative to the best compared isomer or geometry (same formula, charge and spin) in eV: 0.019
Electronic energy in eV: -10771.51729
Charge: -1
Max |F| in eV/A: 0.5

The following is a DFT calculation (wB97M-V/def2-TZVPD) of an isolated ion of composition C2H8N3O2 and charge +1.

Each line ends with the Löwdin charge.
Atoms and positions in Å:
C -2.66 -0.24 0.10  0.010
N -1.46 0.55 0.12  0.069
N -0.28 0.00 0.26  -0.235
O -0.14 -1.18 0.38  0.180
N 0.78 0.81 0.14  0.084
O 1.98 0.31 0.58  -0.085
C 2.73 -0.43 -0.39  -0.025
H -3.25 0.00 -0.79  0.109
H -2.39 -1.30 0.07  0.102
H -3.26 -0.05 0.98  0.110
H -1.55 1.56 0.04  0.185
H 0.69 1.81 0.28  0.198
H 3.66 -0.65 0.13  0.109
H 2.93 0.17 -1.27  0.100
H 2.22 -1.37 -0.65  0.090

Values from the calculation:
M in g/mol: 106.10
SMILES: CN[N+](=O)NOC
Frontier orbital gap (spin up / spin down) in eV: 10.40 / 10.40
Energy relative to the best compared isomer or geometry (same formula, charge and spin) in eV: 6.955
Electronic energy in eV: -10756.70832
Charge: +1
Max |F| in eV/A: 1.4